a | DFT (wB97M-V/def2-TZVPD) results for a single H4N2OS2 molecule.

Highest occupied orbital energy   -8.68 eV
Lowest unoccupied orbital energy   0.65 eV
SMILES string   NSOSN
Kohn-Sham gap   0.343 hartree
Net charge   0

Geometry (Å):
N  -2.35878  -0.61308  0.22953
N  2.41672  0.65130  0.23769
O  0.03751  -0.00261  -0.76683
S  -1.32514  0.65525  0.06638
S  1.36240  -0.62791  0.05956
H  -2.03219  -1.51139  0.58895
H  -2.98909  -0.88934  -0.51769
H  2.04283  1.44965  0.73445
H  2.84573  0.88813  -0.63204



b | DFT (wB97M-V/def2-TZVPD) results for a molecular structure, H4N2OS2.

Highest occupied orbital energy (alpha / beta)   -8.73 / -8.73 eV
Lowest unoccupied orbital energy (alpha / beta)   -0.95 / -0.95 eV
Kohn-Sham gap (alpha / beta)   0.286 / 0.286 hartree
Net charge   0

Geometry (Å):
N  -1.05153  0.50530  -0.64746
N  1.12653  -0.65237  0.93304
O  -0.99483  1.70840  -0.36331
S  -1.61671  -0.72653  0.40695
S  1.25323  -0.02171  -0.54998
H  -1.19562  0.28970  -1.56855
H  1.28397  -1.61266  0.82160
H  -0.16329  -0.87123  1.23567
H  1.35825  1.38111  -0.26796



Stability, highest: a



a | DFT (wB97M-V/def2-TZVPD) results for 2 unconnected molecules or ions with the total composition C18H22N2O6.

Highest occupied orbital energy   -8.31 eV
Lowest unoccupied orbital energy   0.45 eV
SMILES string   N[C@@H](Cc1ccc(O)cc1)C(=O)O.N[C@@H](Cc1ccc(O)cc1)C(=O)O
Kohn-Sham gap   0.322 hartree
Net charge   0

Geometry (Å):
C  0.76507  4.27761  -2.81439
C  0.47543  4.85169  -4.25341
C  -0.25346  3.19467  -2.52035
C  0.20713  2.47416  -1.28226
C  -0.08985  3.08094  -0.06570
C  0.59414  1.14618  -1.34624
C  0.24139  2.41510  1.10202
C  0.89342  0.41204  -0.22074
C  0.70871  1.08299  0.96623
C  -1.30753  -2.73293  3.24096
C  -2.59334  -2.72300  4.16430
C  -1.44999  -3.63691  1.94079
C  -0.37974  -3.43345  0.87269
C  -0.52515  -2.41120  -0.11071
C  0.73673  -4.27001  0.76824
C  0.47455  -2.08936  -1.01420
C  1.60221  -4.08271  -0.32671
C  1.58457  -2.94218  -1.13128
H  0.07126  5.83120  -1.82178
H  1.38132  5.48575  -1.37497
H  1.75422  3.73250  -2.90585
H  -0.24772  2.57150  -3.40077
H  -1.33614  3.56565  -2.36894
H  -0.55455  4.05244  -0.07805
H  0.91525  0.73028  -2.36151
H  0.12313  2.82771  2.05714
H  1.49614  -0.45508  -0.26238
H  0.85407  -0.43367  1.90866
H  -0.14427  6.22161  -5.30574
H  -0.28287  -3.77570  4.56263
H  0.29533  -2.37713  4.45850
H  -1.27027  -1.73996  2.89005
H  -2.37175  -3.56915  1.55281
H  -1.30609  -4.67516  2.26543
H  -1.51660  -1.84906  -0.05982
H  0.92143  -5.00891  1.52308
H  0.44763  -1.22098  -1.66145
H  2.40844  -4.75695  -0.48874
H  2.89530  -3.55004  -2.36375
H  -1.75228  -3.80580  5.42371
N  0.66023  5.18729  -1.67365
N  -0.04714  -3.13151  3.94529
O  0.37625  4.20878  -5.28450
O  0.94336  0.39265  2.09763
O  0.25394  6.22649  -4.45478
O  -3.57307  -2.13479  3.78180
O  2.31471  -2.86873  -2.31115
O  -2.46250  -3.30855  5.43286



b | DFT (wB97M-V/def2-TZVPD) results for a single C18H22N2O6 molecule.

Highest occupied orbital energy   -8.40 eV
Lowest unoccupied orbital energy   0.10 eV
SMILES string   CCCNC(=O)NC(=O)COC(=O)c1oc2ccc(OCC)cc2c1C
Kohn-Sham gap   0.312 hartree
Net charge   0

Geometry (Å):
C  5.62939  1.26575  -3.40687
H  4.96809  1.88137  -4.01303
C  6.43296  2.13308  -2.44453
H  7.06565  2.81855  -3.01098
H  7.08257  1.50351  -1.83356
C  5.53652  2.96133  -1.51993
N  4.75566  2.12723  -0.63713
C  5.05124  1.98511  0.65559
O  5.89519  2.58500  1.27926
N  4.25696  1.02241  1.34868
C  3.34164  0.15728  0.84755
O  3.03223  0.08204  -0.32151
C  2.75115  -0.80017  1.89136
H  2.81351  -0.36541  2.89517
O  1.40749  -1.10161  1.57643
C  0.61434  -0.01954  1.47026
O  1.01895  1.10466  1.67072
C  -0.75160  -0.37414  1.11495
C  -1.84509  0.43912  0.93294
C  -2.91889  -0.44239  0.59349
C  -4.26459  -0.26174  0.29350
C  -5.03789  -1.37639  -0.00044
C  -4.46210  -2.65833  0.00704
C  -3.12853  -2.85318  0.30512
C  -2.36175  -1.73828  0.59990
O  -1.05247  -1.69277  0.91869
H  -2.69616  -3.84048  0.30750
H  -5.05987  -3.52354  -0.22964
O  -6.33904  -1.11244  -0.30461
C  -7.25136  -2.16775  -0.53225
C  -7.70190  -2.84932  0.75689
H  -8.14697  -2.11564  1.42414
H  -8.44050  -3.61270  0.52808
H  -6.86186  -3.31220  1.26890
H  -6.83544  -2.89766  -1.23769
H  -8.10671  -1.68163  -1.01006
H  -4.71636  0.71631  0.27969
C  -1.92063  1.91451  1.05715
H  -2.26118  2.34802  0.11779
H  -0.94662  2.32018  1.31076
H  -2.63957  2.18568  1.82947
H  3.28409  -1.75308  1.85431
H  4.44224  1.02540  2.34282
H  4.04170  1.52440  -1.03150
H  6.14816  3.61081  -0.88979
H  4.85403  3.57587  -2.11459
H  6.29695  0.72363  -4.07226
H  5.02635  0.53916  -2.86776



Stability, highest: b



a | DFT (wB97M-V/def2-TZVPD) results for 2 unconnected molecules or ions with the total composition C3H11N.

Highest occupied orbital energy   -9.23 eV
Lowest unoccupied orbital energy   1.03 eV
SMILES string   CCN.C
Kohn-Sham gap   0.377 hartree
Net charge   0

Geometry (Å):
C  0.94432  -2.66015  -1.12189
H  0.09392  -3.32879  -1.03180
H  1.83368  -3.16708  -0.74574
H  0.77809  -1.78227  -0.50198
H  1.12591  -2.35345  -2.14242
C  -1.38519  1.81152  0.44731
C  -0.57234  0.52039  0.43615
N  0.85925  0.81925  0.46033
H  -1.33137  2.35080  -0.49829
H  -2.43667  1.65491  0.69680
H  -0.98577  2.45614  1.21924
H  -0.85370  -0.07009  1.30652
H  -0.83771  -0.03073  -0.46781
H  1.40266  0.16271  1.00042
H  1.24043  0.82903  -0.47479



b | DFT (wB97M-V/def2-TZVPD) results for 2 unconnected molecules or ions with the total composition C3H11N.

Highest occupied orbital energy   -9.06 eV
Lowest unoccupied orbital energy   1.06 eV
SMILES string   CNC.C
Kohn-Sham gap   0.372 hartree
Net charge   0

Geometry (Å):
C  -4.60569  -2.49024  -0.11883
H  -5.19242  -1.70498  -0.59921
H  -3.78110  -1.97943  0.36397
H  -5.21412  -3.03071  0.59142
H  -4.22869  -3.14582  -0.89423
C  2.66477  0.68074  -0.97154
N  2.86817  0.94847  0.47644
C  1.71805  1.67790  1.04186
H  1.95207  1.38440  -1.39752
H  2.30949  -0.34077  -1.10154
H  3.61863  0.76584  -1.47639
H  3.63200  1.62003  0.47636
H  0.78210  1.17814  0.80642
H  1.84919  1.73138  2.11979
H  1.62754  2.70505  0.68301



Stability, highest: a



a | DFT (wB97M-V/def2-TZVPD) results for 2 unconnected molecules or ions with the total composition C2H3NS2.

Highest occupied orbital energy (alpha / beta)   -9.00 / -9.00 eV
Lowest unoccupied orbital energy (alpha / beta)   -0.65 / -0.65 eV
SMILES string   N=C=S.C=S
Kohn-Sham gap (alpha / beta)   0.307 / 0.307 hartree
Net charge   0

Geometry (Å):
C  1.53026  -0.30074  -0.79850
C  -1.43674  0.11106  1.15118
N  1.41603  0.76896  -1.34457
S  -2.17700  -0.79970  -0.05850
S  1.93614  -1.33788  0.21603
H  -1.93767  0.56583  2.07132
H  -0.37437  0.22996  1.07662
H  1.04335  0.76251  -2.31358



b | DFT (wB97M-V/def2-TZVPD) results for a single C2H3NS2 molecule.

Highest occupied orbital energy   -8.86 eV
Lowest unoccupied orbital energy   -0.28 eV
SMILES string   C=NSC=S
Kohn-Sham gap   0.315 hartree
Net charge   0

Geometry (Å):
C  1.89307  0.02709  -0.20511
C  -1.89464  -0.11021  0.25803
H  2.27730  1.06390  -0.27555
H  2.67914  -0.75013  -0.14953
H  -1.68211  -1.16403  0.35022
N  0.68290  -0.32328  -0.08968
S  -0.52373  0.86987  -0.11992
S  -3.43193  0.38679  0.23154



Stability, highest: b



a | DFT (wB97M-V/def2-TZVPD) results for a single C3H5I molecule.

Highest occupied orbital energy   -9.14 eV
Lowest unoccupied orbital energy   0.66 eV
SMILES string   C=C(C)I
Kohn-Sham gap   0.360 hartree
Net charge   0

Geometry (Å):
C  1.37096  0.21322  0.22081
C  0.15490  0.29033  -0.27934
C  -1.03646  -0.46861  0.18370
I  -0.23553  1.60575  -1.91282
H  2.19825  0.78838  -0.15522
H  1.57952  -0.44770  1.04671
H  -1.82279  0.21433  0.50588
H  -1.43935  -1.07793  -0.62548
H  -0.76949  -1.11776  1.01575



b | DFT (wB97M-V/def2-TZVPD) results for a single C3H5I molecule.

Highest occupied orbital energy (alpha / beta)   -7.61 / -8.28 eV
Lowest unoccupied orbital energy (alpha / beta)   -0.94 / 0.03 eV
Kohn-Sham gap (alpha / beta)   0.245 / 0.306 hartree
Net charge   0

Geometry (Å):
C  -0.31359  -0.61311  0.24957
C  -1.48346  1.66388  -1.90062
C  0.96511  -0.97417  0.92116
I  -0.39631  1.42870  -0.23640
H  -0.56154  -1.03431  -0.68010
H  -1.87104  2.57793  -1.69562
H  0.79372  -1.80246  1.60947
H  1.67159  -1.16229  0.18787
H  1.19551  -0.08416  1.54467



Stability, highest: a



a | DFT (wB97M-V/def2-TZVPD) results for a single C4H4N2S2 molecule.

Highest occupied orbital energy   -7.98 eV
Lowest unoccupied orbital energy   0.54 eV
Kohn-Sham gap   0.313 hartree
Net charge   0

Geometry (Å):
C  0.57960  0.52404  1.25368
C  -0.60284  0.81181  1.81826
C  0.36545  -0.00916  -2.30166
C  -0.74751  -0.87439  0.07014
N  -0.76327  0.04192  -1.97546
N  0.51037  -0.46781  0.30195
S  -1.86967  -0.16412  1.14712
S  1.70525  -0.78722  -0.82042
H  1.54134  0.95495  1.47125
H  -0.80975  1.53606  2.57948
H  1.07766  0.19823  -3.06508
H  -0.98663  -1.76431  -0.47927



b | DFT (wB97M-V/def2-TZVPD) results for a single C4H4N2S2 molecule.

Highest occupied orbital energy   -8.81 eV
Lowest unoccupied orbital energy   -0.88 eV
SMILES string   S=CSc1ccn[nH]1
Kohn-Sham gap   0.291 hartree
Net charge   0

Geometry (Å):
C  -0.80845  1.03589  -0.92215
C  0.32785  1.71177  -1.40006
C  -0.30791  -0.15808  -0.60788
C  -0.45989  -1.69530  2.11600
N  1.38917  0.86956  -1.39181
N  0.98144  -0.24650  -0.76640
S  0.79107  -0.73989  2.90883
S  -0.94866  -1.61994  0.48626
H  -1.84924  1.35461  -0.92983
H  0.47080  2.76701  -1.39865
H  1.47952  -1.04213  -0.95966
H  -1.06571  -2.23699  2.86535



Stability, highest: a



a | DFT (wB97M-V/def2-TZVPD) results for a molecular structure, C5H10S2.

Highest occupied orbital energy   -8.61 eV
Lowest unoccupied orbital energy   -0.09 eV
Kohn-Sham gap   0.313 hartree
Net charge   0

Geometry (Å):
C  -2.16145  -0.68340  -0.11350
C  -1.66150  -1.62408  0.43072
C  -2.78232  0.45362  -0.75668
C  2.36892  0.01232  -1.86179
C  2.18286  -0.22473  -0.40476
S  2.03521  1.23235  0.54970
S  2.10577  -1.70948  0.25577
H  -0.04561  -0.25729  3.33690
H  -1.20454  -2.44430  0.89758
H  -3.01714  0.21407  -1.79378
H  -3.70450  0.71480  -0.23791
H  -2.10968  1.31088  -0.73366
H  3.26542  -0.50137  -2.20821
H  1.52357  -0.40716  -2.40794
H  2.44869  1.07424  -2.08290
H  1.87249  0.62576  1.72342
H  0.70485  -0.31052  3.54839



b | DFT (wB97M-V/def2-TZVPD) results for a single C5H10S2 molecule.

Highest occupied orbital energy (alpha / beta)   -7.58 / -7.64 eV
Lowest unoccupied orbital energy (alpha / beta)   0.24 / 0.15 eV
Kohn-Sham gap (alpha / beta)   0.287 / 0.286 hartree
Net charge   0

Geometry (Å):
C  1.78357  -0.25249  -0.11449
C  0.40895  -0.24260  0.57954
C  0.09944  1.44682  -0.97030
C  -1.96297  -0.86663  0.81985
C  -0.63797  -1.23083  0.09624
S  1.25769  0.32866  -1.75927
S  0.66805  3.03553  -0.63129
H  2.41988  0.54359  0.28385
H  2.25791  -1.22697  -0.06666
H  0.43381  0.01076  1.61093
H  -0.92037  1.28348  -1.25554
H  -2.01119  0.12361  0.54668
H  -1.86943  -0.90901  1.88582
H  -2.86846  -1.55697  0.60319
H  -0.86165  -1.08920  -0.88129
H  -0.21049  -2.33423  0.06872
H  2.01321  2.93648  -0.81597



Stability, highest: a



a | DFT (wB97M-V/def2-TZVPD) results for a single C7H10ClNO3S molecule.

Highest occupied orbital energy   -8.25 eV
Lowest unoccupied orbital energy   -0.24 eV
SMILES string   CO/C(N)=C/C=C\C=C/S(=O)(=O)Cl
Kohn-Sham gap   0.294 hartree
Net charge   0

Geometry (Å):
C  1.83435  -0.08162  1.74501
C  2.08281  0.92328  0.78617
C  0.57296  -0.47605  2.10484
C  1.18928  1.50212  -0.07157
C  -0.52421  -0.47862  1.21394
C  0.10227  0.87417  -0.75248
C  -2.01159  1.17266  -1.79614
N  0.38244  -0.11345  -1.63388
O  0.78658  -2.33028  -0.18758
O  -1.55050  -1.86496  -0.77286
O  -0.98429  1.61941  -0.92058
S  -0.51838  -1.91004  0.23598
Cl  -1.14831  -3.38069  1.53628
H  2.64057  -0.27519  2.43757
H  2.99536  1.47959  0.96526
H  0.40340  -0.69427  3.16035
H  1.27538  2.56620  -0.25716
H  -1.52036  -0.42078  1.63204
H  -2.80526  1.91133  -1.71109
H  -2.38665  0.19163  -1.49293
H  -1.65365  1.13123  -2.82811
H  1.21629  -0.64680  -1.43095
H  -0.37847  -0.69889  -1.96211



b | DFT (wB97M-V/def2-TZVPD) results for a single C7H10ClNO3S molecule.

Highest occupied orbital energy   -9.58 eV
Lowest unoccupied orbital energy   -0.29 eV
SMILES string   COS(=O)(=O)C[C@]1(Cl)CC=CC=N1
Kohn-Sham gap   0.341 hartree
Net charge   0

Geometry (Å):
C  0.87284  0.75686  -3.20331
C  1.09556  1.49513  -2.05467
C  0.30609  -0.55432  -3.11894
C  0.57929  0.90025  -0.83105
C  0.73140  -0.57532  -0.88000
C  -1.30554  0.29451  3.91971
C  -0.12081  -1.34623  0.48051
N  0.26229  -1.18366  -2.02689
O  0.79312  -1.46043  2.99457
O  0.95523  0.72731  1.92229
O  -1.21877  -0.21662  2.59790
S  0.28819  -0.53169  2.06437
Cl  2.46615  -1.06580  -0.68275
H  1.22496  1.11333  -4.12420
H  1.45619  2.57224  -2.04309
H  0.07192  -0.95295  -4.07229
H  1.09400  1.33308  0.05276
H  -0.49132  1.21545  -0.45794
H  -1.08274  -0.50241  4.74509
H  -2.30267  0.73006  4.06610
H  -0.47019  1.03084  4.05099
H  0.25287  -2.38448  0.31958
H  -1.15142  -1.38745  0.13158



Stability, highest: b